DFT (ωB97M-V/def2-TZVPD) results for a 6-piece molecular cluster, C36H45F15N3O15PS overall in a non-equilibrium geometry.

Element x y z (Å)
C: 1.05564 -0.26565 -1.13879
C: -0.26998 -0.30688 -2.09690
C: -0.10943 0.96160 -3.11454
C: 0.67305 0.60054 -4.47023
C: -1.50740 1.70492 -3.31957
C: -2.62223 1.28455 -4.36801
C: -2.43210 0.00282 -5.30864
C: -1.77378 0.42358 -6.72985
O: -2.32234 1.20917 -7.55315
C: -3.97060 2.07038 -4.56180
C: -5.05428 1.62310 -5.67966
C: -6.26509 0.76875 -5.06048
O: -7.22254 1.37616 -4.53358
O: -6.16174 -0.66635 -5.18756
C: -5.57537 -1.25568 -4.02400
C: -5.99926 -0.80913 -2.51991
O: -4.71569 -2.18406 -4.10022
C: -4.34516 3.31947 -3.69619
N: -5.56116 4.14037 -3.71370
S: -5.19914 5.28909 -2.49727
N: -3.66755 4.86512 -1.88552
C: -3.23835 3.71073 -2.64381
C: -1.84950 2.95451 -2.42879
P: -0.72705 3.63791 -1.06557
N: -1.77334 3.61412 0.39462
O: -0.26309 5.26251 -1.35576
H: 1.91437 0.21325 -1.75311
H: 1.32680 -1.28675 -0.70738
H: 0.80592 0.52162 -0.32749
H: -0.39899 -1.30327 -2.63886
H: -1.16493 -0.05894 -1.40388
H: 0.56810 1.70674 -2.54078
H: 0.41929 -0.44494 -4.89288
H: 1.82389 0.67008 -4.37573
H: 0.38253 1.39895 -5.24718
H: -3.44489 -0.50340 -5.54426
H: -1.76174 -0.80749 -4.86543
H: -0.72302 0.02042 -6.98424
H: -5.48506 2.55616 -6.21236
H: -4.58705 0.98807 -6.51564
H: -5.09877 -0.30399 -2.03396
H: -6.28254 -1.76847 -1.93673
H: -6.94905 -0.16244 -2.53462
H: -1.96326 4.58207 0.70571
H: -2.65597 3.11243 0.18006
H: -0.92380 5.75953 -1.89517
C: 0.44434 -2.78523 5.48097
C: -0.12655 -1.51708 4.87735
O: 0.91470 -0.71834 4.29127
C: 1.32204 -1.09002 3.05940
O: 0.87221 -2.02799 2.45069
C: 2.39207 -0.13392 2.54042
F: 3.33845 0.13929 3.46489
F: 1.87129 1.05662 2.16914
F: 3.04821 -0.61312 1.46103
H: 1.23952 -2.54674 6.19305
H: -0.33305 -3.35156 5.99470
H: 0.88643 -3.42404 4.71255
H: -0.58220 -0.91090 5.66328
H: -0.90800 -1.73450 4.14426
C: -3.51733 6.27620 -5.93674
C: -2.11659 6.44017 -6.49170
O: -1.56364 7.70881 -6.10666
C: -1.05205 7.77414 -4.85920
O: -1.04184 6.85199 -4.08136
C: -0.45828 9.15543 -4.59719
F: -1.27244 10.15340 -5.00204
F: 0.71326 9.33033 -5.24642
F: -0.20843 9.37506 -3.29214
H: -4.15068 7.11548 -6.23590
H: -3.96755 5.34742 -6.29317
H: -3.50760 6.25838 -4.84459
H: -2.15133 6.43043 -7.58315
H: -1.46126 5.62123 -6.18301
C: 4.43629 2.77070 1.82492
C: 5.45938 3.84116 1.49821
O: 6.06803 4.34645 2.69750
C: 7.06049 3.59422 3.21901
O: 7.44387 2.55488 2.74487
C: 7.64604 4.26773 4.45708
F: 6.69276 4.72954 5.29459
F: 8.41837 5.32860 4.13484
F: 8.42013 3.43859 5.18368
H: 3.70045 3.14831 2.53935
H: 3.91805 2.44381 0.92112
H: 4.90935 1.90023 2.28549
H: 4.96293 4.68716 1.01806
H: 6.21895 3.47559 0.80204
C: -1.01309 -8.59781 2.86577
C: -0.28066 -8.69451 4.19061
O: -0.38239 -7.45923 4.92018
C: -1.53233 -7.26568 5.60026
O: -2.44749 -8.04860 5.62212
C: -1.48428 -5.94441 6.36232
F: -1.01271 -4.92468 5.60688
F: -0.68232 -6.01515 7.44754
F: -2.69276 -5.55436 6.81062
H: -0.65258 -7.74139 2.28976
H: -0.86864 -9.50689 2.27839
H: -2.08553 -8.45122 3.01681
H: 0.78450 -8.86464 4.00884
H: -0.64357 -9.53221 4.79268
C: 3.92105 -4.16836 5.57236
C: 5.01047 -5.18813 5.30268
O: 4.50020 -6.52483 5.43406
C: 3.82271 -7.00563 4.37038
O: 3.62956 -6.38831 3.35413
C: 3.38027 -8.44374 4.62528
F: 2.83713 -8.61084 5.84958
F: 4.41177 -9.31103 4.54623
F: 2.45410 -8.87004 3.73845
H: 3.46205 -4.34617 6.54848
H: 4.32751 -3.15500 5.55040
H: 3.12377 -4.23681 4.82832
H: 5.80385 -5.08101 6.04541
H: 5.46683 -5.04186 4.32014

As for the total charge: 0. Its SMILES is CC[C@@H](C)c1c(CC=O)c(CC(=O)OC(C)=O)c2nsnc2c1P(N)O.CCOC(=O)C(F)(F)F.CCOC(=O)C(F)(F)F.CCOC(=O)C(F)(F)F.CCOC(=O)C(F)(F)F.CCOC(=O)C(F)(F)F. Its relative energy (zero: lowest compared OMol25 entry of this formula, charge and spin) is 8.751 eV. The LUMO energy is -1.9 eV. The value obtained for the total energy is -134124.899 eV. The calculation puts the HOMO-LUMO gap at 6.6 eV.